No. 1
Formula: C18H26F6HfIN3O4Si
Source: OMol25
Level of theory: wB97M-V/def2-TZVPD

Structure (XYZ):
```
60
Properties=species:S:1:pos:R:3:lowdin_charge:R:1
Hf -0.231 -1.677 0.233 1.285
C 1.524 2.773 2.738 -0.064
C 0.066 3.033 3.100 -0.264
N -0.768 1.847 2.978 -0.173
C -1.580 1.583 4.151 -0.279
C -0.751 1.126 5.344 -0.107
C -1.541 1.813 1.749 -0.213
C -0.724 1.827 0.464 -0.241
N 0.234 0.742 0.331 -0.070
C 1.382 1.067 -0.293 -0.239
C 2.527 0.277 -0.023 -0.186
F 2.320 -0.770 0.805 -0.010
C 3.775 0.510 -0.524 -0.238
F 4.792 -0.299 -0.166 0.072
C 4.023 1.575 -1.379 0.029
C 2.930 2.353 -1.692 -0.233
F 3.092 3.383 -2.560 0.046
C 1.661 2.128 -1.194 -0.144
F 0.673 2.918 -1.691 0.048
H 2.098 3.706 2.743 0.067
H 1.971 2.073 3.447 0.077
H 1.598 2.312 1.754 0.047
H 0.012 3.398 4.130 0.094
H -0.338 3.844 2.471 0.107
H -2.180 2.473 4.435 0.108
H -2.293 0.799 3.891 0.110
H 0.019 1.861 5.596 0.055
H -1.386 0.990 6.225 0.063
H -0.248 0.187 5.110 0.009
H -2.181 0.937 1.776 0.076
H -2.200 2.707 1.681 0.118
H -1.451 1.853 -0.360 0.114
H -0.201 2.790 0.435 0.096
H 5.001 1.763 -1.795 0.114
I 0.212 -2.184 3.027 0.037
O 2.614 -2.158 -1.789 -0.010
C 2.247 -3.074 -1.071 -0.508
O 1.307 -3.057 -0.189 -0.274
H 2.757 -4.054 -1.135 0.123
C 0.311 -2.943 -4.022 -0.172
Si -0.833 -1.672 -3.252 0.276
C -0.768 -0.114 -4.304 -0.173
C -2.584 -2.351 -3.371 -0.169
O -0.432 -1.306 -1.729 -0.435
H -0.003 -3.150 -5.052 0.019
H 0.276 -3.880 -3.459 0.030
H 1.345 -2.593 -4.021 0.018
H -1.047 -0.329 -5.341 0.015
H 0.237 0.319 -4.297 0.025
H -1.457 0.639 -3.911 0.025
H -2.921 -2.318 -4.414 0.019
H -3.286 -1.768 -2.767 0.016
H -2.633 -3.391 -3.036 0.017
O -4.387 -0.645 -0.560 0.019
C -3.324 -0.835 -0.048 -0.500
N -2.274 -0.990 0.487 -0.027
F -0.835 -4.866 -0.044 -0.120
C -1.536 -3.651 0.063 -0.435
F -2.412 -3.867 1.138 -0.143
H -2.200 -3.665 -0.813 0.057
```

Energy, eV: -65347.180
Energy above the lowest of the compared OMol25 structures with the same formula, charge and spin, eV: 0.000
Net charge: -2
Frontier orbital gap, eV: 6.663
2S+1: 1

No. 2
Formula: C4H2ClO2
Source: OMol25
Level of theory: wB97M-V/def2-TZVPD

Structure (XYZ):
```
9
Properties=species:S:1:pos:R:3:lowdin_charge:R:1
C 0.591 -0.379 -0.670 -0.140
C -1.339 0.356 0.516 -0.810
C 1.718 -0.773 -1.095 -0.215
C -0.008 0.170 0.573 -0.217
O -2.310 0.056 -0.082 -0.032
O 2.860 -1.110 -1.381 0.030
Cl -1.764 1.629 2.040 0.187
H -0.238 -0.512 -1.400 0.129
H 0.490 0.564 1.501 0.067
```

Energy, eV: -20797.747
Energy above the lowest of the compared OMol25 structures with the same formula, charge and spin, eV: 0.827
Net charge: -1
Frontier orbital gap, eV: 6.802
2S+1: 1

No. 3
Formula: C5H13NO2
Source: OMol25
Level of theory: wB97M-V/def2-TZVPD

Structure (XYZ):
```
21
Properties=species:S:1:pos:R:3:lowdin_charge:R:1
C 1.266 1.458 -0.273 -0.175
C 2.546 0.990 -0.967 -0.111
C 0.614 0.236 0.405 -0.480
N -0.649 -0.170 0.064 0.042
C -1.761 0.699 -0.327 -0.234
C -2.408 1.274 0.944 -0.073
O 1.317 -0.428 1.186 0.016
H 1.445 2.190 0.538 0.130
H 0.641 1.835 -1.049 0.075
H 2.548 0.006 -1.491 0.092
H 3.046 1.818 -1.574 0.088
H 3.258 1.018 -0.089 0.083
H -0.981 -1.036 0.514 0.132
H -1.363 1.421 -1.014 0.086
H -2.506 0.123 -0.951 0.131
H -3.310 1.911 0.914 0.084
H -1.627 1.677 1.538 0.055
H -2.572 0.403 1.566 0.067
H -0.258 -2.937 -0.013 0.103
H -0.291 -4.242 -0.799 -0.041
O -0.695 -3.441 -0.840 -0.070
```

Energy, eV: -10980.272
Energy above the lowest of the compared OMol25 structures with the same formula, charge and spin, eV: 1.607
Net charge: 0
Frontier orbital gap, eV: 10.421
2S+1: 1